1.
19
Properties=species:S:1:pos:R:3 method="wB97M-V/def2-TZVPD" e_tot_ha=-198.855739 charge=0 lumo_ha=0.0413 orbital_gap_ev=12.17 e_homo_ev=-11.05 fmax_ev_per_a=2.9 smiles=CCC.CC
C -1.62 0.77 0.21
C -1.22 0.20 1.61
C 0.01 0.87 2.20
H -0.82 1.03 -0.44
H -2.22 1.66 0.38
H -2.35 0.02 -0.12
H -2.11 0.30 2.22
H -0.85 -0.83 1.47
H 0.24 0.56 3.22
H 0.96 0.73 1.68
H -0.04 1.97 2.22
C 0.69 -0.87 -1.26
C 1.81 -0.85 -2.30
H -0.21 -0.66 -1.83
H 0.71 -1.79 -0.68
H 0.86 -0.15 -0.45
H 1.48 -1.66 -2.99
H 1.87 -0.07 -3.06
H 2.80 -1.23 -2.08

=====

2.
19
Properties=species:S:1:pos:R:3 method="wB97M-V/def2-TZVPD" e_tot_ha=-198.873523 charge=0 lumo_ha=0.0417 orbital_gap_ev=12.32 e_homo_ev=-11.18 fmax_ev_per_a=1.9 smiles=CCC.CC
C 1.79 -0.25 1.84
C 2.12 -0.87 0.46
C 1.25 -0.36 -0.70
H 0.74 -0.33 2.08
H 2.30 -0.80 2.64
H 1.97 0.84 1.87
H 2.03 -1.97 0.51
H 3.21 -0.77 0.33
H 0.19 -0.51 -0.46
H 1.38 -0.65 -1.74
H 1.47 0.72 -0.69
C -2.53 1.01 -1.48
C -2.40 0.38 -0.10
H -1.58 0.93 -2.01
H -3.27 0.47 -2.08
H -2.78 2.06 -1.39
H -1.47 0.71 0.37
H -3.10 0.57 0.72
H -2.31 -0.72 -0.16

=====

3.
19
Properties=species:S:1:pos:R:3 method="wB97M-V/def2-TZVPD" e_tot_ha=-198.866535 charge=0 lumo_ha=0.0412 orbital_gap_ev=12.06 e_homo_ev=-10.94 fmax_ev_per_a=2.1 smiles=CCC.CC
C -1.14 -0.93 1.98
C -1.19 0.43 1.25
C -0.20 1.52 1.71
H -1.06 -0.87 3.08
H -2.02 -1.47 1.69
H -0.25 -1.45 1.62
H -2.27 0.62 1.27
H -1.05 0.32 0.18
H -0.57 2.39 1.16
H 0.82 1.22 1.48
H -0.29 1.74 2.79
C 0.81 -0.59 -1.61
C 1.50 -0.32 -2.96
H -0.28 -0.79 -1.67
H 1.19 -1.50 -1.14
H 0.84 0.31 -1.01
H 2.40 -0.93 -3.09
H 1.91 0.69 -2.93
H 0.84 -0.39 -3.82

=====

4.
19
Properties=species:S:1:pos:R:3 method="wB97M-V/def2-TZVPD" e_tot_ha=-198.884211 charge=0 lumo_ha=0.0426 orbital_gap_ev=12.61 e_homo_ev=-11.45 fmax_ev_per_a=0.8 smiles=CCC.CC
C -0.34 1.46 -1.14
C -1.07 0.14 -1.45
C -0.27 -0.92 -2.21
H -0.82 1.96 -0.30
H -0.40 2.19 -1.94
H 0.70 1.28 -0.87
H -1.40 -0.26 -0.49
H -1.94 0.37 -2.06
H -0.84 -1.85 -2.16
H -0.11 -0.58 -3.23
H 0.69 -1.15 -1.75
C 0.40 0.27 2.61
C 1.14 -0.92 2.01
H 0.60 0.30 3.69
H 0.68 1.23 2.17
H -0.68 0.21 2.51
H 0.93 -0.95 0.95
H 0.75 -1.84 2.47
H 2.21 -0.83 2.16

=====

5.
19
Properties=species:S:1:pos:R:3 method="wB97M-V/def2-TZVPD" e_tot_ha=-198.871055 charge=0 lumo_ha=0.0429 orbital_gap_ev=12.52 e_homo_ev=-11.36 fmax_ev_per_a=2.5 smiles=CCC.CC
C 0.34 -0.86 1.73
C -0.90 -0.70 0.84
C -1.55 -2.10 0.72
H -0.03 -1.02 2.74
H 1.06 -1.60 1.39
H 0.84 0.11 1.84
H -0.67 -0.29 -0.14
H -1.53 0.05 1.30
H -2.63 -2.09 0.59
H -1.39 -2.66 1.64
H -1.04 -2.59 -0.10
C 0.66 2.48 -1.52
C 1.30 1.09 -1.64
H 0.05 2.51 -0.66
H 1.47 3.22 -1.51
H 0.12 2.76 -2.41
H 2.22 0.82 -1.13
H 1.51 0.81 -2.68
H 0.54 0.38 -1.36

=====

6.
19
Properties=species:S:1:pos:R:3 method="wB97M-V/def2-TZVPD" e_tot_ha=-198.829328 charge=0 lumo_ha=0.0417 orbital_gap_ev=12.08 e_homo_ev=-10.95 fmax_ev_per_a=5.8 smiles=CCC.CC
C -2.40 -1.16 -0.85
C -1.20 -0.37 -0.47
C -1.47 0.93 0.28
H -2.51 -1.26 -1.94
H -2.27 -2.24 -0.49
H -3.41 -0.83 -0.39
H -0.66 0.01 -1.43
H -0.46 -0.87 0.09
H -0.51 1.61 0.32
H -1.75 1.00 1.44
H -2.07 1.63 -0.10
C 1.94 0.78 0.02
C 2.69 -0.28 0.83
H 2.70 1.05 -0.70
H 1.12 0.28 -0.46
H 1.67 1.68 0.72
H 1.94 -1.08 1.23
H 3.31 0.01 1.66
H 3.35 -0.89 0.22